C5H6O6Ti | ωB97M-V/def2-TZVPD

Computed properties:
- Frontier orbital gap: 4.4131 eV
- Charge: +2
- LUMO level: -13.350 eV
- Multiplicity: 1

Element x y z (Å)
C (2.72295, -0.27864, 0.38005)
C (1.62108, 0.35856, -0.65355)
O (1.45195, -0.29091, -1.82978)
O (0.83596, 1.58716, -0.45454)
C (-0.32756, 1.37437, 0.42020)
O (-0.23399, 1.83390, 1.69716)
C (-1.75675, 0.68680, 0.00079)
O (-2.15259, -0.47456, 0.81278)
C (-1.33235, -1.66298, 0.53085)
O (-0.62701, -2.17719, 1.56974)
O (-1.24748, -2.37982, -0.75550)
H (2.23028, -1.22412, 0.88570)
H (3.67116, -0.61801, -0.24589)
H (3.12338, 0.46421, 1.19699)
H (-2.59066, 1.51986, 0.19009)
H (-1.84914, 0.41837, -1.15002)
H (-1.04855, -1.74635, -1.52106)
Ti (-2.49066, 2.60934, -1.07400)

Löwdin population analysis, charges in e, atoms 1 to 2:
1. C 0.025
2. C -0.233